ORCA calculation (ωB97M-V/def2-TZVPD) on an isolated molecule of C21H24N4O7S2.

Structure (XYZ):
```
58
Properties=species:S:1:pos:R:3:forces:R:3:mulliken_charge:R:1
C 2.66491 6.43125 -4.05437 0.166 0.075 -0.075 -0.862
O 1.50277 5.84567 -3.51827 -0.255 -0.142 0.121 -0.450
C 1.49218 4.49938 -3.31410 0.075 -0.237 0.002 0.469
C 2.54149 3.63730 -3.59246 -0.080 0.503 -0.038 -0.637
C 2.40509 2.28189 -3.33519 -0.149 -0.180 0.094 -0.917
C 1.23442 1.76831 -2.80705 0.143 0.200 -0.091 -0.235
N 1.03944 0.40831 -2.52160 -0.546 0.312 0.165 0.163
C 1.85751 -0.61905 -2.80787 -0.380 -0.669 0.163 0.828
O 2.93221 -0.56249 -3.36724 0.294 0.035 -0.132 -0.685
C 1.30335 -1.97397 -2.31210 0.044 0.259 -0.528 -1.332
N 1.52318 -2.11083 -0.88549 -0.234 -0.024 0.326 0.173
C 2.69528 -2.60310 -0.42513 0.290 -0.102 0.239 0.081
N 3.00366 -2.71318 0.81874 0.629 -0.275 -0.078 -0.605
C 2.06297 -2.32631 1.69769 -0.852 0.318 -0.053 -0.220
S 2.31812 -2.38585 3.40109 -0.554 0.235 -0.263 -0.289
C 0.71801 -1.76260 3.68658 0.314 -0.136 -0.272 0.773
C 0.25403 -1.52553 5.07388 -0.093 -0.107 0.304 -1.220
C 0.03508 -1.53587 2.52995 -0.624 0.178 0.488 -1.017
S -1.65755 -0.94691 2.72299 0.291 -0.272 -0.413 1.452
O -1.57315 0.44730 3.05218 -0.041 0.095 -0.301 -0.700
O -2.26230 -1.83633 3.67852 -0.015 -0.071 -0.203 -0.715
N -2.38618 -1.13942 1.25878 0.371 0.193 1.361 0.333
C -2.89589 0.03743 0.59081 -0.201 0.473 -0.027 -0.802
C -4.34591 0.28179 1.01322 0.263 0.126 -0.054 -0.693
O -5.14484 -0.85748 0.77315 -0.088 -0.002 -0.176 -0.438
C -4.66299 -1.98176 1.47659 0.183 -0.264 0.041 -0.522
C -3.21955 -2.30616 1.07939 -0.434 -0.409 0.140 -0.804
C 0.79789 -1.83117 1.36475 0.659 -0.265 -0.143 0.711
C 0.51415 -1.62110 -0.03384 0.113 -0.045 -0.033 0.681
O -0.45222 -1.06834 -0.52883 -0.053 0.127 -0.208 -0.655
C 0.16109 2.64109 -2.53145 0.232 0.055 -0.126 0.927
O -0.96926 2.05971 -2.03200 0.466 -0.163 -0.116 -0.349
C -2.07417 2.88662 -1.75392 -0.205 0.140 0.054 -0.935
C 0.30353 3.99120 -2.78250 -0.088 0.047 0.032 -0.310
H 2.45012 7.49606 -4.12929 0.064 -0.068 -0.015 0.253
H 3.52888 6.28147 -3.39932 -0.025 -0.010 -0.030 0.344
H 2.89059 6.03654 -5.05002 0.002 0.001 0.040 0.342
H 3.46936 3.99545 -4.00609 0.082 0.073 -0.041 0.394
H 3.21976 1.61239 -3.55334 0.002 -0.034 0.007 0.534
H 0.17580 0.21352 -2.01849 0.218 -0.232 -0.078 0.111
H 1.83290 -2.77202 -2.83429 -0.042 0.151 0.055 0.529
H 0.22934 -2.03937 -2.49983 0.180 -0.087 0.044 0.342
H 3.42251 -2.91129 -1.16231 -0.039 0.010 -0.214 0.370
H -0.20379 -0.53969 5.14067 0.054 0.035 0.132 0.318
H -0.51312 -2.25202 5.34028 0.063 -0.003 0.079 0.288
H 1.08288 -1.59995 5.77323 -0.002 0.066 0.094 0.452
H -2.26156 0.87399 0.87623 -0.091 0.131 -0.220 0.500
H -2.82140 -0.13520 -0.48601 0.033 0.029 0.044 0.290
H -4.79649 1.09235 0.43734 0.078 0.024 0.072 0.379
H -4.36380 0.53566 2.08416 -0.034 0.035 -0.089 0.351
H -5.33381 -2.80568 1.22757 0.072 -0.004 0.076 0.372
H -4.69148 -1.79323 2.55988 -0.041 -0.046 -0.094 0.321
H -2.82613 -3.10372 1.70788 -0.131 -0.153 -0.154 0.524
H -3.16801 -2.59756 0.02539 0.032 -0.007 0.061 0.359
H -2.41398 3.41070 -2.65250 0.012 -0.027 0.049 0.466
H -2.85981 2.22065 -1.40232 0.003 0.075 -0.027 0.102
H -1.84082 3.61540 -0.97216 0.010 -0.013 -0.034 0.403
H -0.48679 4.69484 -2.58272 -0.138 0.045 0.043 0.460
```
Forces are in eV/Å.

Kohn-Sham gap in eV: 8.02
Structure (SMILES): COc1ccc(NC(=O)Cn2cnc3sc(C)c(S(=O)(=O)N4CCOCC4)c3c2=O)c(OC)c1
Electronic energy in Eh: -2356.7154
Charge: 0

ORCA calculation (ωB97M-V/def2-TZVPD) on a structure of composition C21H24N6O2Pt.

Structure (XYZ):
```
54
Properties=species:S:1:pos:R:3:forces:R:3:mulliken_charge:R:1
Pt 0.17820 0.12929 -0.06916 0.292 0.377 -0.064 0.653
O -0.47797 1.54668 1.16426 -0.436 0.006 0.152 -1.034
C -0.71327 1.27729 2.41643 0.235 0.096 0.029 0.589
C -1.54517 2.16902 3.13160 0.033 0.017 0.043 -0.496
C -1.82774 1.97511 4.45852 -0.031 0.029 0.022 -0.344
C -1.30268 0.88468 5.17017 0.033 -0.037 -0.057 -0.723
C -0.48097 0.01306 4.50567 -0.054 0.044 0.055 -0.735
C -0.15891 0.18431 3.14425 -0.034 -0.138 -0.119 0.615
C 0.76903 -0.75401 2.58064 0.149 0.308 0.254 -0.050
N 1.21438 -0.74049 1.37744 -0.362 -0.509 -0.207 -0.079
C 2.11383 -1.79865 0.89760 0.112 0.051 -0.027 -0.617
C 2.30984 -1.56490 -0.59648 0.043 -0.046 -0.070 -0.879
N 0.97642 -1.36513 -1.16741 0.212 -0.297 0.420 -0.118
C 0.46092 -2.32976 -1.86306 -0.089 0.058 -0.256 -0.364
C -0.89942 -2.51381 -2.23937 0.069 0.158 0.096 0.961
C -1.17203 -3.17326 -3.45971 -0.080 -0.075 -0.011 -0.474
C -2.45163 -3.38039 -3.89179 0.054 0.031 0.001 -0.501
C -3.51818 -2.94581 -3.06244 -0.041 -0.011 -0.015 -0.598
C -3.30554 -2.37365 -1.84519 0.006 0.003 0.003 -0.551
C -1.97360 -2.17333 -1.31368 0.156 -0.077 -0.195 -0.045
O -1.76035 -1.79311 -0.14774 -0.260 0.010 0.129 -0.731
H -1.95871 3.00392 2.58228 -0.001 0.003 0.001 0.423
H -2.47550 2.67966 4.96651 -0.012 -0.011 -0.005 0.356
H -1.54155 0.73766 6.21370 -0.002 0.002 0.004 0.393
H -0.05569 -0.83666 5.02841 0.010 0.004 0.006 0.306
H 1.15321 -1.52092 3.25387 0.080 0.054 0.046 0.354
H 3.06928 -1.77115 1.42552 -0.014 0.040 0.038 0.479
H 1.64357 -2.77116 1.06061 -0.001 -0.017 -0.019 0.357
H 2.89134 -0.65454 -0.74924 0.045 -0.026 0.007 0.294
H 2.82878 -2.41066 -1.05630 -0.033 -0.018 -0.009 0.457
H 1.17574 -3.08738 -2.20159 0.011 0.074 -0.145 0.259
H -0.33583 -3.49185 -4.07677 0.012 -0.004 0.014 0.344
H -2.64901 -3.86009 -4.84071 -0.015 -0.012 0.009 0.411
H -4.53813 -3.09074 -3.40360 0.003 -0.002 0.000 0.390
H -4.13077 -2.07750 -1.20945 0.005 0.013 -0.005 0.418
C -3.33597 -0.00794 -5.51181 0.006 -0.021 0.016 -1.278
C -2.02140 0.69908 -5.82421 -0.005 0.000 -0.015 0.928
C -0.84384 -0.26836 -5.78478 0.029 -0.005 -0.039 -1.182
C -1.79178 1.89073 -4.89638 -0.006 -0.056 0.014 -1.297
N -1.63729 1.50004 -3.49771 0.030 0.100 0.025 0.677
C -0.54964 1.17089 -2.80953 -0.014 0.079 0.018 -0.021
N -0.92165 0.94132 -1.57140 -0.058 -0.231 -0.262 -0.137
N -2.25724 1.12261 -1.51330 0.001 0.014 0.087 -0.126
N -2.68897 1.45909 -2.66303 -0.059 0.102 0.000 -0.556
H -3.53795 -0.77721 -6.25760 0.013 -0.012 0.005 0.428
H -4.17415 0.69078 -5.50593 -0.001 0.003 -0.006 0.383
H -3.29651 -0.49988 -4.53775 -0.004 0.003 0.001 0.071
H -2.08142 1.13233 -6.82829 -0.013 0.017 0.012 0.297
H -0.78712 -0.77633 -4.82012 0.003 -0.021 0.027 0.010
H 0.10512 0.24135 -5.97432 -0.006 0.001 -0.006 0.370
H -0.96189 -1.04280 -6.54258 -0.012 -0.011 0.006 0.411
H -2.63597 2.57771 -4.91931 0.001 -0.003 -0.011 0.392
H -0.89146 2.43822 -5.17650 0.006 -0.012 0.007 0.467
H 0.45300 1.12463 -3.19416 -0.005 -0.046 -0.003 0.441
```
Forces are in eV/Å.

Kohn-Sham gap in eV: 6.89
Energy relative to the best compared isomer or geometry (same formula, charge and spin) in kcal/mol: 0.00
Electronic energy in Eh: -1412.9313
Charge: 0